--- P ---
DFT (ωB97M-V/def2-TZVPD) results for a gas-phase ion, C5H6N (charge +1).

Calculated values
charge	+1
HOMO level (spin up / spin down)	-12.018 / -14.688	eV
orbital gap (spin up / spin down)	0.267 / 0.252	Ha
multiplicity	3

Last column: Mulliken charge in e.
Atoms and positions in Å:
1 C -0.20419 0.41700 -0.14932  0.111
2 C -1.54262 0.52721 0.06856  -0.250
3 C 2.36598 0.06793 0.00063  0.295
4 C 1.16514 0.35073 -0.20451  0.290
5 C -2.72186 -0.34859 -0.09994  -0.754
6 N 3.62146 -0.23035 -0.04405  -0.387
7 H -1.76557 1.56872 0.51837  0.308
8 H -3.72457 0.14875 -0.15543  0.308
9 H -2.58779 -0.70371 0.96035  0.295
10 H -2.72078 -1.21204 -0.81015  0.331
11 H 3.98547 -0.80740 0.62333  0.232
12 H 4.12933 0.22175 -0.70785  0.220



--- Q ---
DFT (ωB97M-V/def2-TZVPD) results for a molecular structure, C5H6N.

Calculated values
charge	+1
HOMO level (spin up / spin down)	-11.635 / -15.347	eV
orbital gap (spin up / spin down)	0.252 / 0.297	Ha
multiplicity	3

Last column: Mulliken charge in e.
Atoms and positions in Å:
1 C -0.42854 1.24494 -0.41050  0.032
2 C 0.11388 -1.73096 -0.02639  -0.372
3 C -1.49430 -0.18158 1.28476  0.115
4 C 0.93654 0.96797 -0.41806  -0.766
5 C 0.92929 -0.94120 -0.56254  -0.242
6 N -1.11490 0.64822 0.53151  -0.175
7 H -0.65734 -2.25029 0.51846  0.407
8 H -2.04944 -0.85215 1.92518  0.480
9 H 1.55569 1.50738 -1.19936  0.384
10 H 1.27520 0.69093 0.60754  0.371
11 H 1.83516 -1.02209 -1.01524  0.431
12 H -0.90123 1.91882 -1.23536  0.335



Short version: P, Q, most stable first.



--- P ---
DFT (ωB97M-V/def2-TZVPD) results for a molecular structure, C35H38BCl2F5N10O3PPtS2Te.

Calculated values
charge	-1
HOMO level (spin up / spin down)	-3.815 / -4.917	eV
orbital gap (spin up / spin down)	0.213 / 0.181	Ha
multiplicity	5

Last column: Mulliken charge in e.
Atoms and positions in Å:
1 Pt 0.21565 0.28110 1.44436  2.370
2 C 3.91475 -1.51710 -1.01904  -1.246
3 N 3.73815 -2.11530 0.27396  0.563
4 C 4.04065 -3.40450 0.60206  -0.646
5 C 3.80185 -3.53980 1.93376  -0.493
6 N 3.35485 -2.35330 2.42126  0.578
7 B 2.98965 -2.03780 3.89726  -0.440
8 N 1.44755 -2.15330 4.03946  0.546
9 C 0.78175 -3.32820 4.20066  -0.459
10 C -0.53345 -3.06250 4.40776  -0.444
11 N -0.67465 -1.70550 4.35926  0.637
12 C -1.85835 -0.92780 4.58276  -0.985
13 C 0.54125 -1.17740 4.09226  -0.498
14 S 0.76435 0.51230 3.96226  -0.545
15 C 3.29635 -1.49910 1.39376  -0.282
16 S 2.90735 0.15430 1.47536  -0.302
17 H 4.85725 -1.86290 -1.44654  0.435
18 H 3.93565 -0.43200 -0.90884  0.320
19 H 3.09665 -1.79960 -1.68214  0.367
20 H 4.33895 -4.12000 -0.13644  0.439
21 H 3.92305 -4.39420 2.56706  0.477
22 H 3.33435 -0.93540 4.16896  -0.052
23 H 3.47765 -2.87530 4.59046  -0.195
24 H 1.28815 -4.26940 4.14486  0.465
25 H -1.36175 -3.72230 4.55936  0.484
26 H -2.72635 -1.58180 4.60386  0.326
27 H -1.97115 -0.19500 3.77836  0.212
28 H -1.77475 -0.38520 5.52796  0.316
29 C 1.03815 5.21870 2.88786  -0.961
30 N 2.03865 4.91930 1.87426  0.189
31 C 1.69255 5.62860 0.65576  -0.910
32 N 0.34955 5.34620 0.17416  0.156
33 C -0.60425 5.62940 1.23536  -1.030
34 N -0.32175 4.92310 2.47136  0.105
35 C -0.51215 3.49330 2.31746  -1.370
36 P 0.59535 2.72410 1.02216  1.440
37 C 2.17345 3.49290 1.63746  -1.235
38 C 0.23155 3.99080 -0.31504  -1.405
39 H 1.09775 6.29090 3.11466  0.298
40 H 1.26115 4.64780 3.79226  0.434
41 H 2.41265 5.36750 -0.12434  0.407
42 H 1.75355 6.70510 0.85826  0.306
43 H -1.60705 5.36300 0.88936  0.426
44 H -0.56805 6.70660 1.44296  0.320
45 H -1.55375 3.29330 2.05246  0.365
46 H -0.30775 3.00220 3.27406  0.484
47 H 2.95445 3.31510 0.89246  0.350
48 H 2.45615 2.99470 2.57066  0.354
49 H -0.78335 3.83540 -0.69374  0.390
50 H 0.94765 3.84250 -1.12704  0.494
51 O 1.89505 1.74440 -1.12024  -0.597
52 C 1.25635 0.79900 -1.54554  -1.392
53 N 1.17055 0.43980 -2.86114  0.220
54 C 0.08065 -0.49560 -3.05954  2.245
55 C -0.20715 -0.84050 -1.58654  -0.890
56 O -1.03555 -1.70060 -1.25114  -0.559
57 N 0.50215 -0.07300 -0.80334  1.159
58 C -1.07725 0.22340 -3.72674  -0.131
59 C -1.01525 0.45010 -5.09734  -0.090
60 C -2.01585 1.16040 -5.73504  -0.887
61 C -3.09015 1.64770 -5.00874  -0.555
62 C -3.15275 1.43000 -3.64404  -0.865
63 C -2.14725 0.72780 -3.00054  -0.188
64 C 0.43425 -1.77640 -3.76994  0.356
65 C 1.71755 -2.04390 -4.22254  -0.001
66 C 1.99925 -3.26750 -4.80584  -0.909
67 C 1.00925 -4.22580 -4.92934  -0.520
68 C -0.27095 -3.95930 -4.47594  -0.891
69 C -0.56075 -2.73780 -3.90044  -0.203
70 H 1.48785 1.06420 -3.58294  0.376
71 H -0.17815 0.06150 -5.66174  0.469
72 H -1.95395 1.33390 -6.80014  0.405
73 H -3.87445 2.19840 -5.50824  0.403
74 H -3.98395 1.81290 -3.07144  0.470
75 H -2.20465 0.56870 -1.93494  0.286
76 H 2.49565 -1.30210 -4.10524  0.287
77 H 3.00275 -3.47660 -5.14984  0.418
78 H 1.23745 -5.18700 -5.36604  0.379
79 H -1.04265 -4.70910 -4.54894  0.423
80 H -1.55115 -2.53750 -3.52244  0.386
81 Cl -2.50735 -2.15970 1.76796  0.055
82 C -3.56775 -0.90270 1.30336  0.598
83 C -4.91645 -1.13970 1.16826  -0.568
84 C -5.78185 -0.13660 0.75446  -0.553
85 C -5.27095 1.11000 0.41216  -0.549
86 C -3.92935 1.35680 0.54386  0.860
87 Cl -3.31935 2.89840 0.06176  -0.223
88 C -2.99375 0.40630 1.08116  -1.432
89 N -1.80045 0.72590 1.43336  0.542
90 H -5.28535 -2.12940 1.38506  0.519
91 H -6.84085 -0.32310 0.67906  0.396
92 H -5.91805 1.89790 0.05306  0.487
93 F 1.24715 -2.74770 -1.21664  -0.659
94 Te -0.23115 -3.24340 0.05606  1.644
95 F -0.23325 -4.66040 -1.30974  -0.385
96 F -2.15525 -3.62700 -0.42264  -0.435
97 F 1.32555 -4.36170 0.57556  -0.389
98 F -0.91045 -4.51900 1.44256  -0.450
99 O 0.27185 -2.05800 1.29036  -1.625



--- Q ---
DFT (ωB97M-V/def2-TZVPD) results for a molecular structure, C35H38BCl2F5N10O3PPtS2Te.

Calculated values
charge	-1
HOMO level (spin up / spin down)	-4.348 / -5.506	eV
orbital gap (spin up / spin down)	0.246 / 0.199	Ha
multiplicity	5

Last column: Mulliken charge in e.
Atoms and positions in Å:
1 Pt -0.35922 -0.21207 -1.13359  1.997
2 C -2.19441 2.57852 -4.06791  -1.089
3 N -2.37156 1.18786 -4.45807  0.391
4 C -3.40885 0.71467 -5.22473  -0.580
5 C -3.16820 -0.59982 -5.42875  -0.379
6 N -1.99756 -0.93220 -4.79607  0.468
7 B -1.39609 -2.39293 -4.77821  -0.431
8 N -1.99647 -3.07666 -3.50738  0.581
9 C -3.29194 -3.51207 -3.42589  -0.377
10 C -3.53460 -3.89356 -2.14948  -0.691
11 N -2.37345 -3.69280 -1.45381  0.387
12 C -2.23539 -3.86767 -0.01920  -0.967
13 C -1.43674 -3.19578 -2.29152  -0.409
14 S 0.14608 -2.72091 -1.83595  -0.242
15 C -1.53470 0.16714 -4.19100  -0.043
16 S -0.01527 0.34283 -3.35930  -0.631
17 H -2.67375 3.20518 -4.81710  0.468
18 H -1.13090 2.80376 -4.02817  0.329
19 H -2.62249 2.73710 -3.08064  0.310
20 H -4.22705 1.34481 -5.52203  0.442
21 H -3.74531 -1.33906 -5.95329  0.456
22 H -0.20283 -2.34567 -4.72144  -0.049
23 H -1.82964 -2.96158 -5.75319  -0.156
24 H -3.96003 -3.46255 -4.26640  0.441
25 H -4.43822 -4.21949 -1.66837  0.461
26 H -2.67977 -3.01589 0.49494  0.252
27 H -1.17828 -3.91222 0.22354  0.244
28 H -2.72945 -4.79400 0.26907  0.400
29 C -2.49459 4.74391 2.78473  -0.993
30 N -3.21713 4.10284 1.71354  0.219
31 C -3.20051 4.95702 0.53566  -1.136
32 N -1.84235 5.29763 0.11012  0.225
33 C -1.14797 5.93118 1.20971  -1.054
34 N -1.13040 5.15427 2.44485  0.351
35 C -0.15417 4.17810 2.55521  -1.015
36 P -1.64964 2.44499 0.01001  0.656
37 C -2.85560 2.71907 1.38650  -0.946
38 C -1.15257 4.16012 -0.50382  -1.064
39 H -2.46103 4.09484 3.65937  0.456
40 H -3.04692 5.65457 3.03926  0.263
41 H -3.72994 5.88611 0.76497  0.300
42 H -3.71954 4.45098 -0.28074  0.420
43 H -1.68074 6.86369 1.42195  0.281
44 H -0.12302 6.16767 0.92283  0.452
45 H -0.23708 3.50863 3.40143  0.595
46 H 0.83663 4.42370 2.19013  0.353
47 H -2.55383 2.17173 2.27845  0.461
48 H -3.75413 2.22454 1.01354  0.360
49 H -1.40889 4.14312 -1.56842  0.196
50 H -0.07451 4.30133 -0.43993  0.610
51 O -0.44580 -1.45495 0.92922  -0.851
52 C 0.79026 -1.47005 0.95283  0.115
53 N 1.58562 -2.14274 1.83589  0.329
54 C 2.95905 -2.12413 1.34907  3.375
55 C 2.83543 -1.07156 0.19507  -1.608
56 O 3.79148 -0.64729 -0.41805  -0.737
57 N 1.52242 -0.78217 0.03217  0.849
58 C 3.95929 -1.66468 2.39233  -0.950
59 C 5.31401 -1.63299 2.06770  -0.301
60 C 6.24442 -1.18631 2.99077  -0.866
61 C 5.83661 -0.77918 4.25632  -0.488
62 C 4.49156 -0.81711 4.58557  -0.878
63 C 3.55564 -1.25189 3.65427  -0.159
64 C 3.33397 -3.49518 0.78562  -0.118
65 C 3.47251 -3.74345 -0.57341  -0.114
66 C 3.74238 -5.03041 -1.02486  -1.056
67 C 3.87906 -6.07656 -0.12778  -0.410
68 C 3.74910 -5.83356 1.23456  -0.911
69 C 3.48305 -4.55158 1.68370  -0.221
70 H 1.20406 -2.92054 2.34794  0.395
71 H 5.62961 -1.94348 1.08007  0.425
72 H 7.29345 -1.15642 2.72330  0.410
73 H 6.56617 -0.43658 4.97982  0.395
74 H 4.16241 -0.49994 5.56794  0.431
75 H 2.50197 -1.25737 3.90215  0.379
76 H 3.37302 -2.93768 -1.28802  0.560
77 H 3.83751 -5.20979 -2.08830  0.443
78 H 4.08622 -7.07757 -0.48504  0.403
79 H 3.86080 -6.64276 1.94565  0.396
80 H 3.40431 -4.36077 2.74933  0.393
81 Cl 1.84701 2.55412 -1.28786  -0.142
82 C 1.89336 2.23841 0.42069  0.728
83 C 3.09564 2.44223 1.07609  -0.561
84 C 3.19479 2.16635 2.42805  -0.961
85 C 2.08943 1.67711 3.10780  -0.279
86 C 0.90599 1.45825 2.42847  0.657
87 Cl -0.43722 0.81832 3.32527  -0.191
88 C 0.74771 1.74459 1.06045  -1.482
89 N -0.42397 1.44727 0.38574  -0.286
90 H 3.95070 2.78703 0.51145  0.459
91 H 4.13507 2.30484 2.94530  0.388
92 H 2.14241 1.44608 4.16286  0.611
93 F -6.06820 0.38952 0.11858  -0.508
94 Te -4.52451 -0.05939 -1.03039  1.375
95 F -4.96946 -1.82573 -0.56072  -0.386
96 F -3.51110 -0.18185 0.62452  -0.510
97 F -5.42475 -0.67092 -2.72421  -0.579
98 F -2.85712 -0.89724 -1.79479  -0.122
99 O -2.42125 1.84473 -1.13855  -0.415



Short version: Q, P, most stable first.



--- P ---
DFT (ωB97M-V/def2-TZVPD) results for a molecular structure, C3H14N2O3.

Calculated values
HOMO level	-9.351	eV
orbital gap	0.348	Ha
multiplicity	1

Last column: Mulliken charge in e.
Atoms and positions in Å:
1 C -1.82797 2.36939 0.04692  -1.165
2 C -0.98639 1.64146 -1.01933  -0.320
3 N -1.24812 0.21265 -0.95061  -0.202
4 C -0.30282 -0.59336 -1.65124  0.048
5 N -0.23813 -1.86655 -1.50610  -0.760
6 H -2.08345 1.74182 0.89615  0.292
7 H -1.40015 3.29326 0.42583  0.329
8 H -2.75024 2.67221 -0.44222  0.323
9 H 0.07752 1.79941 -0.85865  0.355
10 H -1.27637 2.14634 -1.95174  0.262
11 H -2.17455 -0.10151 -1.21058  0.207
12 H 0.14224 -0.02144 -2.48798  0.465
13 H 0.49986 -0.99784 -0.83380  0.156
14 H -1.07250 -0.97645 1.09777  0.373
15 H -0.26565 -2.05389 0.48484  0.374
16 O -0.65825 -1.81557 1.34221  -0.759
17 H 2.51590 -2.00520 2.10924  0.308
18 H 1.10528 -1.49995 2.07440  0.408
19 O 2.00850 -1.19872 2.26448  -0.683
20 H 2.23356 0.66548 1.16257  0.345
21 H 2.49850 0.71127 -0.31234  0.290
22 O 2.38039 1.29773 0.44155  -0.645



--- Q ---
DFT (ωB97M-V/def2-TZVPD) results for 4 unconnected molecules or ions with the total composition C3H14N2O3.

Calculated values
HOMO level	-8.989	eV
orbital gap	0.353	Ha
multiplicity	1
SMILES	[H]/N=C/NCC.O.O.O

Last column: Mulliken charge in e.
Atoms and positions in Å:
1 C 0.61183 1.77593 1.89472  -1.161
2 C 0.53385 1.35743 0.36382  -0.128
3 N 1.23121 0.00294 0.19044  -0.206
4 C 1.21158 -0.83299 -0.92080  0.054
5 N 2.33062 -1.27237 -1.41594  -0.758
6 H 0.08540 1.16838 2.62649  0.330
7 H 0.33575 2.90144 1.98020  0.308
8 H 1.65902 1.74559 2.27387  0.330
9 H -0.57340 1.29069 0.08238  0.133
10 H 1.10117 2.14025 -0.16085  0.295
11 H 2.13286 -0.03652 0.52075  0.248
12 H 0.22894 -1.06539 -1.32273  0.341
13 H 2.31760 -1.67153 -2.41045  0.240
14 H 0.29924 -1.75104 1.60110  0.282
15 H -0.16163 -2.78964 0.77751  0.313
16 O -0.47836 -2.14155 1.36249  -0.622
17 H -3.31996 -0.06877 -0.03508  0.321
18 H -2.22614 -1.13764 0.11494  0.378
19 O -2.86378 -0.76733 -0.48998  -0.723
20 H -1.87118 0.18801 -1.62747  0.357
21 H -1.08316 0.24217 -3.06569  0.301
22 O -1.50146 0.72192 -2.33973  -0.634



Short version: Q, P, most stable first.